Entry from OMol25: a cluster of 2 separate species, C6H12S in total in a non-equilibrium geometry (ωB97M-V/def2-TZVPD).

Geometry as XYZ:
```
19
Properties=species:S:1:pos:R:3:lowdin_charge:R:1
C 1.734 -0.375 -0.726 -0.3089
C 2.899 -0.553 0.287 -0.2287
C 2.189 -1.091 1.588 -0.3964
S 0.467 -0.305 1.568 0.7770
C 0.680 0.479 -0.096 -0.5086
H 2.118 0.048 -1.746 0.1444
H 1.311 -1.349 -0.810 0.0889
H 3.606 -1.295 -0.080 0.0924
H 3.581 0.330 0.389 0.1163
H 1.966 -2.144 1.576 0.0564
H 2.493 -0.814 2.515 0.0054
H 0.827 1.617 -0.102 0.0969
H -0.407 0.330 -0.502 0.0614
C -4.344 1.195 -0.925 -0.1018
C -3.415 0.455 -0.387 -0.0924
H -5.422 0.911 -1.104 0.0693
H -4.037 2.142 -1.405 0.0505
H -2.433 0.810 -0.264 0.0058
H -3.814 -0.393 0.223 0.0722
```

Output
LUMO level in eV: 1.01
Frontier orbital gap in eV: 9.3997
Largest force on an atom in eV/A: 3.79
Molar mass in Da: 116.2
HOMO energy in eV: -8.39
Structure (SMILES): C1CCSC1.C=C